Entry 1:
{
  "formula": "C30H43CdNO4P2S5",
  "method": "ωB97M-V with the def2-TZVPD basis set",
  "charge": -2,
  "lumo_ev": 4.4,
  "elements": ["Cd", "C", "C", "C", "P", "C", "C", "C", "C", "C", "C", "C", "C", "C", "C", "N", "C", "C", "C", "C", "C", "C", "C", "P", "C", "C", "C", "C", "C", "C", "H", "H", "H", "H", "H", "H", "H", "H", "H", "H", "H", "H", "H", "H", "H", "H", "H", "H", "H", "H", "H", "H", "H", "H", "H", "H", "H", "H", "H", "H", "H", "H", "H", "H", "H", "H", "H", "H", "H", "H", "O", "C", "S", "C", "C", "S", "S", "S", "C", "S", "O", "O", "O", "H", "H", "H"],
  "positions_angstrom": [[-0.960, -0.879, -0.739], [-4.129, -0.261, 1.350], [-3.215, -0.545, 2.542], [-3.701, 0.279, 3.731], [-1.453, -0.375, 1.868], [-0.433, -1.381, 3.093], [1.029, -1.149, 2.736], [-0.660, -1.132, 4.579], [-0.728, 1.269, 2.138], [-0.926, 2.025, 3.285], [-0.238, 3.202, 3.547], [-0.542, 4.031, 4.764], [0.734, 3.591, 2.627], [0.942, 2.877, 1.474], [0.188, 1.720, 1.139], [0.407, 1.035, 0.000], [0.825, 1.697, -1.111], [0.528, 3.039, -1.408], [1.066, 3.656, -2.511], [1.895, 2.963, -3.392], [2.603, 3.664, -4.521], [2.079, 1.604, -3.187], [1.554, 0.968, -2.078], [1.663, -0.775, -1.619], [3.191, -0.605, -0.525], [3.549, -1.916, 0.167], [4.384, 0.031, -1.228], [2.187, -1.643, -3.208], [3.054, -2.880, -3.001], [0.850, -2.047, -3.832], [-3.949, -0.970, 0.543], [-5.181, -0.318, 1.636], [-3.909, 0.733, 0.962], [-3.277, -1.614, 2.800], [-3.750, 1.327, 3.449], [-4.706, -0.050, 4.005], [-3.069, 0.164, 4.607], [-0.688, -2.422, 2.860], [1.333, -0.139, 3.006], [1.668, -1.861, 3.257], [1.164, -1.272, 1.663], [-0.528, -0.079, 4.819], [-1.651, -1.452, 4.893], [0.077, -1.697, 5.151], [-1.658, 1.701, 4.006], [-0.883, 3.403, 5.587], [0.344, 4.579, 5.085], [-1.329, 4.760, 4.551], [1.334, 4.476, 2.820], [1.719, 3.205, 0.792], [-0.160, 3.569, -0.766], [0.824, 4.697, -2.700], [2.035, 4.525, -4.869], [3.586, 4.018, -4.193], [2.767, 2.992, -5.363], [2.654, 1.051, -3.920], [2.827, 0.096, 0.238], [4.166, -2.541, -0.472], [4.092, -1.732, 1.094], [2.640, -2.466, 0.402], [4.723, -0.584, -2.060], [4.110, 1.011, -1.615], [5.215, 0.151, -0.531], [2.709, -0.948, -3.877], [2.643, -3.499, -2.208], [3.076, -3.468, -3.920], [4.081, -2.617, -2.750], [0.368, -2.791, -3.193], [0.187, -1.184, -3.894], [0.977, -2.471, -4.831], [-3.484, -7.578, 0.058], [-3.032, -6.461, -0.072], [-1.439, -5.966, 0.473], [-1.455, -4.288, -0.128], [-2.605, -3.901, -0.731], [-2.972, -2.377, -1.449], [-3.884, -5.125, -0.832], [-0.036, -3.358, 0.094], [-3.735, 0.535, -3.002], [-2.153, 1.140, -2.302], [-1.139, 0.173, -2.745], [-1.995, 2.462, -2.874], [-2.332, 1.125, -0.853], [-3.724, 0.726, -4.067], [-4.534, 1.074, -2.511], [-3.808, -0.524, -2.802]],
  "lowdin_charge": [1.094, -0.170, -0.521, -0.140, 1.045, -0.549, -0.151, -0.122, -0.298, -0.082, -0.310, -0.080, -0.071, -0.041, -0.331, -0.068, -0.378, -0.058, -0.057, -0.296, -0.079, -0.069, -0.337, 1.031, -0.522, -0.140, -0.114, -0.537, -0.130, -0.150, -0.006, 0.070, 0.059, 0.109, 0.071, 0.069, 0.042, 0.078, 0.077, 0.077, 0.008, 0.058, 0.057, 0.068, 0.073, 0.065, 0.062, 0.068, 0.099, 0.106, 0.119, 0.104, 0.063, 0.067, 0.064, 0.095, 0.093, 0.055, 0.071, 0.012, 0.059, 0.060, 0.069, 0.083, 0.066, 0.068, 0.049, 0.063, 0.041, 0.070, -0.134, -1.098, 0.888, -1.224, -1.204, 0.443, 0.891, 0.384, -0.154, 0.353, -0.469, -0.339, -0.432, 0.048, 0.051, -0.051]
}

=====

Entry 2:
{
  "formula": "C30H43Cl5GaP2",
  "method": "ωB97M-V with the def2-TZVPD basis set",
  "charge": 1,
  "lumo_ev": -3.6,
  "elements": ["Ga", "C", "C", "C", "C", "C", "C", "H", "H", "H", "C", "H", "H", "H", "C", "H", "H", "H", "C", "H", "H", "H", "C", "H", "H", "H", "C", "C", "C", "C", "C", "C", "C", "C", "H", "H", "H", "H", "H", "H", "H", "H", "H", "H", "H", "H", "P", "P", "C", "C", "H", "H", "H", "H", "C", "H", "H", "H", "C", "H", "H", "H", "C", "H", "H", "H", "C", "H", "H", "H", "Cl", "C", "C", "C", "Cl", "C", "Cl", "C", "Cl", "C", "Cl"],
  "positions_angstrom": [[-0.074, -0.371, 1.717], [2.195, 1.400, 2.657], [1.304, 2.466, 2.363], [0.328, 1.180, 3.995], [1.578, 0.583, 3.668], [0.145, 2.337, 3.177], [3.549, 1.186, 2.114], [3.689, 1.710, 1.166], [3.771, 0.121, 1.958], [4.295, 1.574, 2.823], [2.177, -0.535, 4.415], [2.964, -0.987, 3.806], [1.429, -1.311, 4.594], [2.598, -0.246, 5.386], [-0.539, 0.718, 5.080], [-0.225, 1.048, 6.081], [-0.528, -0.373, 5.072], [-1.560, 1.050, 4.880], [-1.018, 3.245, 3.247], [-0.879, 3.954, 4.074], [-1.968, 2.725, 3.435], [-1.133, 3.829, 2.330], [1.524, 3.541, 1.382], [1.865, 4.441, 1.912], [0.603, 3.801, 0.843], [2.283, 3.267, 0.644], [0.860, -1.448, -5.398], [1.724, -0.401, -5.440], [1.538, 0.877, -6.189], [0.090, 1.247, -6.561], [-0.812, 1.370, -5.376], [-1.536, 0.404, -4.763], [-1.622, -1.031, -5.164], [-0.479, -1.566, -6.046], [2.139, 0.896, -7.114], [-0.281, 0.600, -7.365], [1.946, 1.687, -5.564], [-0.548, -1.161, -7.063], [1.162, -2.381, -4.917], [2.717, -0.507, -5.004], [-0.654, -2.651, -6.140], [-1.653, -1.636, -4.242], [-2.228, 0.679, -3.964], [-2.571, -1.243, -5.686], [0.142, 2.264, -6.985], [-0.912, 2.411, -5.055], [0.968, -0.312, -0.476], [-2.012, 0.572, 0.705], [-0.569, -0.542, -1.446], [-1.847, -0.711, -0.600], [-0.380, -1.455, -2.028], [-0.628, 0.338, -2.111], [-2.749, -0.545, -1.197], [-1.903, -1.698, -0.100], [-3.431, 0.160, 1.692], [-3.495, 0.915, 2.498], [-3.185, -0.805, 2.177], [-4.355, 0.088, 1.079], [-2.334, 2.163, -0.045], [-3.152, 1.955, -0.766], [-1.446, 2.569, -0.565], [-2.676, 2.862, 0.745], [1.814, -1.903, -0.536], [2.669, -1.758, 0.150], [2.163, -2.152, -1.559], [1.145, -2.670, -0.100], [2.027, 0.854, -1.324], [1.601, 1.875, -1.272], [2.056, 0.492, -2.377], [3.035, 0.829, -0.862], [1.974, -2.716, 2.472], [0.279, -3.051, 2.910], [-0.620, -2.013, 3.043], [-1.781, -2.338, 3.774], [-2.852, -1.058, 4.415], [-2.194, -3.651, 4.103], [-3.695, -3.955, 4.951], [-1.291, -4.713, 3.754], [-1.663, -6.310, 4.184], [-0.014, -4.416, 3.130], [1.151, -5.664, 2.804]],
  "lowdin_charge": [0.613, -0.277, -0.274, -0.291, -0.285, -0.272, -0.055, 0.055, 0.069, 0.097, -0.098, 0.022, 0.049, 0.104, -0.092, 0.106, 0.029, 0.033, -0.057, 0.096, 0.064, 0.060, -0.059, 0.095, 0.064, 0.056, -0.106, -0.114, -0.194, -0.206, -0.096, -0.130, -0.196, -0.206, 0.125, 0.104, 0.111, 0.105, 0.098, 0.096, 0.116, 0.098, 0.088, 0.124, 0.116, 0.104, 0.840, 0.807, -0.367, -0.368, 0.092, 0.079, 0.094, 0.104, -0.271, 0.054, -0.017, 0.084, -0.201, 0.073, 0.061, 0.066, -0.279, 0.023, 0.076, 0.043, -0.195, 0.062, 0.063, 0.067, 0.753, -0.634, -0.240, -0.588, 0.736, -0.662, 0.681, -0.683, 0.735, -0.664, 0.689]
}

=====

Entry 3:
{
  "formula": "C30H43F5NdOP2",
  "method": "ωB97M-V with the def2-TZVPD basis set",
  "spin_multiplicity": 4,
  "charge": 1,
  "s2": 3.759,
  "lumo_ev": [-3.5, -3.3],
  "elements": ["Nd", "C", "C", "C", "C", "C", "C", "H", "H", "H", "C", "H", "H", "H", "C", "H", "H", "H", "C", "H", "H", "H", "C", "H", "H", "H", "C", "C", "C", "C", "C", "C", "C", "C", "H", "H", "H", "H", "H", "H", "H", "H", "H", "H", "H", "H", "P", "P", "C", "C", "H", "H", "H", "H", "C", "H", "H", "H", "C", "H", "H", "H", "C", "H", "H", "H", "C", "H", "H", "H", "F", "C", "C", "F", "C", "F", "C", "O", "C", "F", "C", "F"],
  "positions_angstrom": [[-1.142, 1.465, 0.637], [0.614, 1.184, 2.829], [1.532, 1.594, 1.819], [-0.045, 3.251, 2.037], [-0.333, 2.222, 2.992], [1.040, 2.803, 1.216], [0.759, 0.018, 3.741], [1.368, -0.785, 3.304], [-0.205, -0.422, 4.036], [1.263, 0.323, 4.671], [-1.402, 2.227, 4.012], [-0.977, 2.230, 5.020], [-2.035, 1.344, 3.957], [-2.069, 3.083, 3.919], [-0.912, 4.438, 1.881], [-1.079, 4.881, 2.878], [-1.913, 4.164, 1.490], [-0.457, 5.160, 1.190], [1.520, 3.406, -0.067], [2.617, 3.550, -0.074], [1.019, 4.373, -0.239], [1.307, 2.742, -0.933], [2.927, 1.050, 1.778], [3.435, 1.215, 2.751], [3.581, 1.481, 1.000], [2.872, -0.045, 1.643], [0.959, -3.560, 0.758], [2.191, -3.905, 1.191], [3.346, -3.054, 0.760], [3.689, -3.345, -0.727], [3.630, -2.184, -1.644], [2.613, -1.319, -1.618], [1.396, -1.480, -0.693], [0.751, -2.894, -0.576], [4.270, -3.169, 1.336], [3.064, -4.157, -1.114], [2.986, -2.033, 0.956], [1.192, -3.553, -1.347], [0.060, -3.815, 1.317], [2.400, -4.775, 1.825], [-0.341, -2.804, -0.766], [1.607, -1.046, 0.298], [2.622, -0.392, -2.202], [0.605, -0.817, -1.085], [4.664, -3.840, -0.863], [4.431, -2.131, -2.374], [-1.024, -0.535, -3.110], [-0.839, 2.462, -2.530], [-1.464, 0.527, -4.588], [-1.797, 1.945, -4.081], [-2.314, 0.098, -5.144], [-0.597, 0.538, -5.275], [-1.625, 2.664, -4.906], [-2.861, 2.014, -3.790], [-1.386, 4.222, -2.875], [-0.894, 4.926, -2.186], [-2.479, 4.229, -2.707], [-1.180, 4.497, -3.925], [0.850, 2.521, -3.338], [0.769, 2.698, -4.421], [1.386, 1.571, -3.176], [1.431, 3.343, -2.895], [-2.478, -1.679, -2.996], [-2.689, -1.735, -1.911], [-2.261, -2.703, -3.360], [-3.354, -1.265, -3.532], [0.178, -1.655, -4.000], [-0.161, -1.906, -5.008], [0.366, -2.593, -3.461], [1.107, -1.074, -4.061], [-3.008, -4.589, 4.325], [-2.936, -3.386, 3.706], [-3.164, -2.189, 4.394], [-3.544, -2.275, 5.696], [-3.127, -0.953, 3.756], [-3.589, 0.126, 4.466], [-2.786, -0.878, 2.386], [-2.519, 0.274, 1.790], [-2.813, -2.091, 1.665], [-2.974, -2.052, 0.307], [-2.821, -3.327, 2.311], [-2.827, -4.446, 1.554]],
  "lowdin_charge": [1.829, -0.288, -0.255, -0.389, -0.348, -0.340, -0.009, 0.083, 0.081, 0.107, -0.022, 0.109, 0.048, 0.088, -0.040, 0.108, 0.079, 0.088, -0.058, 0.102, 0.082, 0.016, -0.013, 0.109, 0.091, 0.055, -0.104, -0.094, -0.172, -0.189, -0.098, -0.106, -0.216, -0.177, 0.118, 0.113, 0.071, 0.111, 0.088, 0.112, 0.100, 0.074, 0.085, 0.009, 0.117, 0.108, 0.839, 0.739, -0.412, -0.445, 0.086, 0.080, 0.085, 0.081, -0.296, 0.032, 0.044, 0.052, -0.272, 0.060, 0.025, 0.039, -0.270, -0.002, 0.057, 0.047, -0.269, 0.051, 0.038, 0.025, 0.116, -0.111, -0.114, 0.112, -0.119, 0.082, -0.258, -0.312, -0.120, 0.062, -0.129, 0.112]
}